Here is a single C4H3NOS2 molecule in a non-equilibrium geometry from the Open Molecules 2025 dataset. Energies are from ωB97M-V/def2-TZVPD.

Geometry as XYZ:
```
11
Properties=species:S:1:pos:R:3:mulliken_charge:R:1
S -1.37058 -1.95936 0.77948 -0.321
C -0.10914 -0.90997 0.49760 0.200
O 1.00274 -0.82597 1.29326 -0.307
C 1.51408 0.39137 1.05055 -0.327
C 0.94539 1.11930 0.03915 -0.577
C 0.00413 0.21331 -0.53578 0.876
N -0.79126 0.53936 -1.45737 -0.462
S -2.03748 -0.33334 -2.00990 -0.107
H 2.21103 0.85107 1.63039 0.496
H 1.20333 2.08068 -0.38488 0.397
H -2.57224 -1.16644 -0.90250 0.133
```

Summary:
multiplicity = 1
frontier orbital gap = 0.2593 hartree
E = -29401.751 eV
energy above the lowest of the compared OMol25 structures with the same formula, charge and spin = 59.5 kcal/mol